Record 1
99
Properties=species:S:1:pos:R:3:forces:R:3 method="wB97M-V/def2-TZVPD" de_lowest_ev=12.674 orbital_gap_ev=7.82 lumo_ev=-3.97 homo_ev=-11.79 energy_ev=-106116.03127 charge=+1
I 2.557017 3.479597 0.561898 0.4 -1.3 -0.3
F 7.878874 -3.409844 0.983902 -0.5 -0.7 0.9
F -14.063626 -2.689443 3.309942 0.8 0.8 -0.7
F -7.961394 5.331749 0.439360 -0.7 -1.2 0.3
F -12.431891 -1.392593 3.944302 -0.4 -0.2 -1.4
F 6.551189 -3.133120 2.689030 0.5 -0.8 -0.1
F -9.086564 3.972671 -0.842319 0.2 -0.1 1.2
F 12.541045 3.808833 -5.716939 -1.4 -0.8 0.4
F -14.148131 -0.549840 2.895449 0.9 -0.8 -0.5
F 6.026871 -4.553357 1.119042 1.0 0.2 0.8
F 11.362483 2.371879 -6.857971 -0.3 0.4 1.2
F -1.315131 1.656298 -2.277852 -0.9 0.2 0.5
F -10.096560 5.046092 0.765326 1.0 -0.9 0.0
F 10.494125 4.289587 -6.287712 0.4 -1.0 0.8
F -1.876295 1.176214 -0.225667 -0.5 0.5 -0.8
F -2.957025 0.274754 -1.888852 0.3 1.5 0.4
O -2.859607 3.656042 -0.724229 0.1 -1.9 -1.1
O 11.472555 2.330074 -3.583097 -1.3 0.9 -2.6
O -7.546139 2.947515 1.862272 -2.2 1.1 -1.4
O 8.871368 -5.694476 2.278930 -2.7 1.8 0.2
O 9.425103 2.440932 -4.612994 1.7 0.3 -0.5
O -4.427989 2.659102 -2.070084 2.8 -0.7 1.3
O -9.783598 2.493625 1.632494 1.4 1.5 -0.9
O -13.479985 -2.400045 0.675436 0.8 1.0 1.8
O 7.065809 -5.601821 3.691873 0.4 1.2 -2.0
O -11.452029 -1.539733 1.317534 -2.6 -0.5 1.1
N 5.510055 -1.146033 1.223264 -5.0 5.6 -0.3
N 3.795441 0.586114 0.576092 2.9 -2.5 2.9
C -8.648073 3.225165 1.396585 0.8 -2.5 1.9
C 3.658000 -1.216821 -2.514398 4.2 -0.1 -1.9
C 7.798623 -5.194558 2.606819 1.9 -2.8 1.5
C 10.778975 2.647590 -4.545563 -0.4 -1.4 2.8
C 7.072466 -4.079105 1.855361 -0.8 0.7 -1.2
C 8.539285 2.830863 -2.387861 0.2 0.3 0.0
C 6.520372 -0.907410 -2.051887 -3.3 -1.1 -2.9
C -12.184547 -3.918296 -0.704667 0.2 -0.2 0.3
C -12.612414 -1.844231 1.580209 1.5 -0.3 -2.8
C -13.305962 -1.622354 2.924080 -1.2 0.2 2.4
C 4.931629 -0.883892 -1.527519 0.8 -0.4 -1.7
C -9.629332 1.341067 2.474265 0.0 -0.8 0.6
C -4.748465 4.720086 0.365707 -0.1 -0.4 0.0
C 0.936624 -0.497859 0.341691 -1.2 -0.8 -0.7
C -12.962038 -2.616965 -0.645716 0.3 -0.2 -0.8
C 3.996807 -1.566311 -4.102562 3.4 0.6 2.4
C -2.387216 1.437535 -1.463526 1.0 -2.1 -0.1
C -3.359999 2.616484 -1.465274 -2.4 2.5 -0.4
C -9.673356 1.741484 3.936852 0.1 0.4 0.1
C 3.903910 0.729394 2.078713 4.5 -5.4 -1.4
C -3.660669 4.846614 -0.684112 -0.6 0.8 0.2
C 1.396540 0.768775 -0.576125 -1.4 0.5 0.2
C 5.011106 -0.416245 2.461202 -2.5 2.6 -1.6
C 7.619104 -6.681846 4.458802 0.4 -0.8 0.7
C 5.560997 -1.617459 -4.635604 -0.5 1.0 3.9
C 11.292089 3.277302 -5.840324 1.1 1.4 -2.2
C 8.648820 -6.161259 5.443741 0.2 0.4 -0.1
C 4.752262 -0.491394 0.085228 -0.5 0.3 0.6
C -8.944204 4.387487 0.449197 -0.6 2.1 -1.5
C 6.823479 -1.280397 -3.619808 -3.8 0.2 2.0
C 2.851437 1.424355 -0.247427 0.3 -0.3 -2.8
C 8.824673 1.809149 -3.472336 -0.3 -0.2 0.5
H 3.356974 1.436301 2.835189 1.1 -1.5 -2.1
H 7.388423 -0.693021 -1.284048 -2.0 -0.4 -1.8
H -5.448345 3.916934 0.113816 0.1 0.2 0.0
H -11.302164 -3.880328 -0.057912 -0.1 0.1 -0.2
H 5.831863 -1.894273 -5.746344 -0.8 0.6 2.5
H 8.009405 2.368932 -1.550115 0.0 0.0 -0.1
H -5.310431 5.653918 0.455841 0.1 -0.1 0.0
H -8.831891 2.393149 4.192983 0.0 -0.2 0.0
H -12.801366 -4.751617 -0.352468 0.0 0.1 -0.2
H 0.589682 1.629488 -0.390678 1.9 -2.0 -0.5
H -10.466368 0.670950 2.252547 0.1 0.3 -0.2
H 9.503476 -5.717388 4.923284 -0.1 -0.2 0.0
H 9.451240 0.989670 -3.101415 0.1 0.3 -0.1
H 7.955809 -1.292365 -3.963133 -2.8 -0.1 0.6
H -4.315907 4.470949 1.340262 0.0 0.2 -0.1
H 9.466001 3.274439 -2.010008 -0.1 -0.2 0.0
H 3.390986 1.599379 -1.298158 -1.0 -0.4 2.5
H 1.282749 0.509523 -1.735998 0.6 0.6 2.6
H 0.429300 -1.285570 -0.398951 1.1 1.7 1.7
H -12.353096 -1.766582 -0.973978 -0.1 -0.1 0.3
H 0.055842 -0.192980 1.088517 2.3 -0.6 -1.5
H -2.991074 5.671752 -0.420233 0.2 -0.4 -0.1
H 3.145711 -1.825768 -4.875329 1.9 0.6 1.9
H 6.789196 -7.141727 5.005250 -0.1 0.3 -0.3
H 7.884037 1.364533 -3.813456 0.2 0.2 -0.3
H 8.217078 -5.376194 6.073192 0.0 -0.2 0.0
H 9.014433 -6.968296 6.084826 -0.1 0.1 -0.1
H 2.543927 -1.223046 -2.157355 2.5 0.0 -0.6
H -4.076693 5.074241 -1.672456 0.1 -0.3 0.1
H -9.636881 0.858815 4.581474 0.0 0.1 -0.1
H -11.856426 -4.127632 -1.726668 -0.1 0.1 0.1
H 8.039580 -7.454085 3.804157 -0.1 0.4 -0.1
H 5.354090 -0.587331 3.591409 -0.6 0.1 -3.1
H 7.931638 3.651776 -2.782578 0.0 -0.2 0.0
H -10.587985 2.302522 4.155081 0.0 -0.2 -0.1
H -13.823158 -2.673852 -1.319570 0.0 0.1 0.4
H 1.789863 -1.081519 0.885132 -1.5 1.3 -0.9
H 6.222872 -1.918269 1.164458 -1.2 1.4 -0.1
H -8.709282 0.796851 2.231261 -0.1 0.3 0.0

=====

Record 2
86
Properties=species:S:1:pos:R:3:forces:R:3 method="wB97M-V/def2-TZVPD" de_lowest_ev=0.277 orbital_gap_ev=7.81 lumo_ev=-0.83 homo_ev=-8.64 energy_ev=-66538.88766 smiles="CCc1ccc(OC[C@H](C)O)c2c1C(=O)C=C(C(F)(F)F)C2=O.O=C1CCCO1.O=C1CCCO1.O=C1CCCO1.O=C1CCCO1"
F -5.659334 0.425377 1.505613 0.0 -0.1 0.3
F -4.985939 2.464163 1.696966 0.0 -0.2 0.2
F -4.681696 1.055397 3.323805 0.1 0.1 0.1
O 1.742667 -2.312662 -2.906538 0.2 -0.3 -0.2
O 5.836975 -3.605277 3.914537 0.0 -0.1 0.0
O 0.009531 1.966096 1.336297 -0.4 -0.3 -0.1
O -4.106131 -0.357928 -0.524963 0.3 0.5 0.6
O -5.668059 8.657709 3.548171 0.0 0.2 -0.2
O -2.938717 -2.720646 -0.904540 0.3 -0.5 0.1
O -3.725953 -2.590653 1.780966 0.6 0.1 0.0
O 1.566319 -2.511464 -5.139266 -0.1 0.0 0.1
O 4.296604 -4.631969 2.634512 0.0 -0.1 0.3
O 3.297061 2.786466 -1.392296 0.1 0.0 0.0
O 3.941977 0.661187 -1.079302 0.3 0.3 -0.2
O -6.052269 7.779884 1.516112 0.1 0.0 0.0
C 5.346695 -4.073010 2.737960 -0.3 0.1 -0.5
C -0.716372 -0.193683 0.535765 0.0 0.5 0.0
C 7.062102 -2.891315 3.684187 0.2 0.1 0.0
C 7.588946 -3.416909 2.357996 0.1 0.0 -0.2
C -6.078219 6.461246 0.942714 0.0 -0.2 -0.1
C -2.217927 1.422765 1.811361 -0.2 0.3 0.5
C 3.672062 3.872317 -2.256669 0.0 0.2 -0.1
C 2.818358 -1.235206 1.346050 -0.7 0.0 0.0
C -0.540255 -2.643866 -0.652844 -0.2 -1.1 -0.6
C -5.483414 -4.013858 0.956081 0.6 -0.4 0.1
C 0.535479 -0.770990 0.380084 0.9 0.8 0.3
C 0.841264 -1.840486 -6.183786 -0.1 0.1 -0.2
C -4.669663 1.178796 1.992581 0.0 0.2 -0.8
C -1.871711 -0.849796 0.082218 -0.6 1.5 0.8
C 1.844344 -0.136996 0.812022 0.6 -0.9 0.3
C 5.156295 2.069095 -2.642798 0.1 0.6 0.2
C -5.367353 6.274162 3.193105 0.3 -0.1 -0.5
C -5.173113 5.622106 1.828709 0.0 -0.2 0.1
C -3.965608 -3.811403 1.097049 -0.8 -0.1 0.3
C 1.225881 -1.989394 -3.933517 0.0 0.4 0.3
C -0.868249 1.134852 1.208680 -0.1 0.1 0.3
C -1.790522 -2.088816 -0.503245 -0.6 0.1 0.0
C 4.099895 1.720643 -1.613934 0.1 -0.4 -0.2
C 6.300407 -3.738850 1.608318 0.5 0.0 0.3
C -0.380099 -1.242811 -5.502832 -0.1 0.2 0.0
C -3.325841 0.838589 1.389271 0.3 -1.0 -0.5
C 0.151355 -0.935559 -4.106972 -0.3 -0.3 -0.4
C 0.591299 -2.005255 -0.235200 0.2 -0.5 -0.1
C 5.116001 3.593694 -2.642271 0.2 0.0 -0.1
C -5.687624 7.709296 2.821943 -0.1 -0.1 0.4
C -3.195518 -0.152435 0.255370 -0.5 -0.7 -0.9
C -3.181510 -3.951334 -0.234090 -0.3 -0.1 0.2
H 5.402988 4.045516 -3.590168 -0.1 0.0 0.0
H -0.782713 -0.376285 -6.024636 0.1 0.0 0.0
H 8.237252 -2.710249 1.842357 0.0 0.0 0.1
H 3.467898 -0.829601 2.126023 0.1 0.0 -0.3
H 3.396268 -1.701665 0.544556 0.1 0.1 0.2
H -5.667710 -4.906338 0.349519 -0.2 0.2 0.0
H 8.156684 -4.334558 2.522670 0.0 0.0 0.0
H 7.748415 -3.079139 4.507270 -0.2 0.0 0.1
H -6.217189 5.851571 3.731262 0.0 0.1 0.1
H 1.731667 0.580037 1.622782 -0.3 0.1 -0.4
H -2.255428 -4.499640 -0.030811 0.0 0.2 -0.2
H 3.558335 4.813168 -1.723179 -0.1 -0.1 0.1
H -4.469987 6.223465 3.803365 -0.2 0.1 0.2
H -3.797265 -4.557962 -0.906049 0.2 0.1 0.0
H 5.914885 -2.873409 1.066823 -0.1 -0.1 0.0
H -0.616611 -1.036033 -3.343383 0.2 0.1 0.2
H 4.860252 1.651196 -3.606254 0.0 -0.1 0.0
H -5.725349 6.507888 -0.085323 -0.1 0.2 0.0
H 6.838780 -1.822406 3.648151 0.0 0.0 0.0
H 3.003401 3.874192 -3.120543 0.0 0.0 0.0
H 2.212462 -2.020824 1.812145 0.3 0.0 0.1
H -0.449643 -3.614819 -1.133566 0.0 0.1 0.0
H 6.127963 1.684205 -2.346295 -0.1 -0.3 -0.1
H 5.786019 3.977812 -1.871221 0.0 0.0 0.0
H 2.339805 0.330573 -0.054066 -0.6 0.1 0.7
H -2.320178 2.153395 2.613813 0.5 0.1 -0.2
H -5.885420 -4.216454 1.953774 -0.1 0.2 -0.2
H 6.418711 -4.585112 0.937591 -0.3 0.1 -0.1
H 0.576034 -2.558801 -6.956517 0.2 -0.1 0.1
H 1.526025 -2.513731 -0.419481 0.1 0.2 0.1
H -7.110172 6.102505 0.944671 0.0 0.0 0.0
H -5.412717 4.562881 1.807612 -0.1 0.2 0.0
H 1.489578 -1.076698 -6.620175 0.0 0.0 0.0
H 0.614414 0.051126 -4.051976 0.0 0.0 0.1
H -4.134526 5.738060 1.512151 0.0 0.0 0.0
H -1.171003 -1.991896 -5.436923 0.0 0.0 0.0
H -3.601801 -4.609322 1.761527 0.0 0.1 -0.2
H -5.960909 -3.130519 0.520125 0.0 -0.2 -0.1
H -4.539638 -2.083400 1.848995 -0.1 -0.1 -0.2